Entry 1:
Here is C44H54N2O4SeZr as an isolated structure in a non-equilibrium geometry from OMol25. Energies are from ωB97M-V/def2-TZVPD.

```
! wB97M-V def2-TZVPD RIJCOSX def2/J DEFGRID3
* xyz 0 1
Zr -0.5800 0.7483 2.0686
O -1.6880 -0.0783 3.4465
C -1.5343 0.0771 4.7255
C -2.6824 0.0848 5.5544
C -2.5973 0.1339 6.9215
C -1.3515 0.1407 7.5525
C -0.2134 0.1320 6.7892
C -0.2607 0.1406 5.3823
C 0.9933 0.1381 4.6923
N 1.1703 0.3671 3.4413
C 2.4742 0.1060 2.8720
C 2.8064 1.0356 1.6782
N 1.5980 1.5209 1.0499
C 1.0906 2.5720 1.6353
C -0.0794 3.2257 1.1861
C -0.5624 3.0062 -0.1920
C -2.0123 3.4138 -0.4520
C -2.6543 4.2228 0.5841
C -2.2536 4.1386 1.8627
C -1.0850 3.3244 2.1963
O -0.9152 2.6760 3.2907
H -3.6408 0.0534 5.0591
H -3.4983 0.1494 7.5188
H -1.2890 0.1518 8.6286
H 0.7580 0.1290 7.2685
H 1.8673 -0.0968 5.3252
H 2.4361 -0.9219 2.4920
H 3.2718 0.1661 3.6320
H 3.3880 0.4738 0.9423
H 3.4183 1.8773 2.0381
H 1.5430 2.9770 2.5619
H 1.3020 2.4694 -1.0371
H -2.2950 3.6075 -1.4783
H -3.4797 4.8592 0.2938
H -2.7689 4.6450 2.6646
C -0.6110 -6.3569 -2.1984
C -0.1841 -4.9505 -2.6405
C 1.2592 -5.0052 -3.1579
C -1.0857 -4.5158 -3.7981
C -0.2768 -3.9816 -1.4741
C -1.2085 -2.9557 -1.4181
C -1.1463 -2.0387 -0.3884
Se -2.5131 -0.7276 -0.0657
C -1.6824 0.7774 -0.9787
C -1.1780 0.5919 -2.2037
C -0.6254 1.5887 -3.0873
C 0.0041 2.7003 -2.6866
C 0.4694 3.1338 -1.3209
C -1.6993 1.9498 -0.1010
O -2.0738 1.5769 1.1590
C 1.0540 4.5898 -1.4285
C 0.0410 5.5557 -2.0535
C 2.3401 4.5529 -2.2687
C 1.4623 5.1946 -0.0796
C -0.7862 1.3209 -4.5914
C 0.6028 1.1416 -5.2180
C -1.6064 0.0607 -4.8935
C -1.5169 2.4937 -5.2594
C -0.1763 -2.0793 0.6378
O -0.0007 -1.0137 1.4006
C 0.5188 -3.3073 0.7565
C 0.5189 -4.1527 -0.3475
C 1.1591 -3.8048 2.0534
C 0.7441 -5.2728 2.2699
C 0.6649 -3.0250 3.2899
C 2.6892 -3.7465 1.9437
H -0.5611 -7.0375 -3.0466
H -1.6307 -6.3444 -1.8210
H 0.0387 -6.7403 -1.4164
H 1.3275 -5.7163 -3.9787
H 1.9511 -5.3196 -2.3821
H 1.5713 -4.0275 -3.5178
H -0.9502 -5.1891 -4.6417
H -0.8353 -3.5077 -4.1200
H -2.1332 -4.5438 -3.5090
H -1.9921 -2.8485 -2.1490
H -1.2618 -0.4120 -2.5897
H 0.3329 3.3573 -3.4759
H -0.2342 5.2730 -3.0642
H 0.4639 6.5570 -2.0937
H -0.8607 5.5963 -1.4501
H 2.2066 4.0556 -3.2242
H 3.1254 4.0295 -1.7253
H 2.6825 5.5679 -2.4636
H 0.5977 5.4004 0.5460
H 1.9806 6.1365 -0.2600
H 2.1396 4.5360 0.4595
H 1.1490 0.3518 -4.7058
H 1.1872 2.0558 -5.1545
H 0.5002 0.8686 -6.2663
H -1.0739 -0.8429 -4.6061
H -1.7885 0.0082 -5.9649
H -2.5662 0.0870 -4.3831
H -0.9914 3.4342 -5.1202
H -2.5170 2.5919 -4.8421
H -1.6031 2.3103 -6.3290
H 1.1635 -5.0172 -0.3183
H -0.3382 -5.3539 2.3314
H 1.1749 -5.6479 3.1957
H 1.0876 -5.9188 1.4691
H -0.2838 -2.5198 3.1036
H 1.3881 -2.2800 3.6084
H 0.5126 -3.7059 4.1254
H 3.0380 -4.4258 1.1685
H 3.1502 -4.0360 2.8860
H 3.0199 -2.7438 1.6796
*
```

The calculation puts the LUMO energy at -0.01048 hartree. The calculation puts the largest force on an atom at 0.0460 hartree/bohr. The calculation puts the HOMO-LUMO gap at 6.9 eV.

=====

Entry 2:
Here is C44H55CsGeIN13 as an isolated structure from OMol25. Energies are from ωB97M-V/def2-TZVPD.

```
! wB97M-V def2-TZVPD RIJCOSX def2/J DEFGRID3
* xyz -2 1
Cs 0.2595 -0.1655 -0.1040
C 4.6400 -2.0292 -3.5796
C 4.4925 -0.7479 -4.1025
C 3.9015 0.2716 -3.3718
C 3.4471 0.0612 -2.0408
C 3.6258 -1.2504 -1.5265
C 4.1886 -2.2613 -2.2785
N 2.7559 0.9465 -1.2811
C 2.9025 2.2953 -1.3988
C 4.0854 2.9186 -1.8705
C 4.2370 4.2892 -1.9445
C 3.2003 5.1311 -1.5366
C 2.0423 4.5689 -1.0389
C 1.8555 3.1742 -0.9421
N 0.7266 2.6286 -0.3627
N -0.2821 3.4879 -0.2677
C -1.2758 3.2320 0.5890
C -2.3722 4.1553 0.5271
C -3.3704 4.1040 1.4538
C -3.3516 3.0840 2.4303
C -2.3023 2.1827 2.3744
N -1.2707 2.2313 1.5332
H 5.0975 -2.8198 -4.1617
H 4.8373 -0.5419 -5.1103
H 3.7831 1.2509 -3.8206
H 3.2911 -1.4551 -0.5148
H 4.2870 -3.2485 -1.8404
H 4.9137 2.2832 -2.1585
H 5.1728 4.7049 -2.3048
H 3.3115 6.2090 -1.5832
H 1.2376 5.1983 -0.6854
H -2.3354 4.9137 -0.2450
H -4.1701 4.8393 1.4378
H -4.1170 2.9898 3.1879
H -2.2926 1.3524 3.0800
I 0.2734 -2.8943 6.6865
C 0.2692 -1.6010 5.0674
C -0.2376 -0.3227 5.0582
N -0.0412 0.1305 3.8048
N 0.5608 -0.7711 3.0247
C 0.7633 -1.8421 3.7674
H -0.7129 0.2628 5.8259
H -0.2497 1.0333 3.3992
H 1.2148 -2.7205 3.3123
N -4.4735 -1.2103 -0.7410
C -4.6116 -0.0707 -0.6051
N -4.7811 1.2378 -0.4782
C -4.3343 2.0727 -1.5984
C -5.4443 2.2148 -2.6358
C -6.7222 2.7388 -1.9789
C -7.1379 1.8526 -0.8035
C -5.9866 1.7143 0.1904
H -3.4327 1.6308 -2.0196
H -4.0554 3.0428 -1.1850
H -5.6366 1.2384 -3.0925
H -5.1160 2.8891 -3.4300
H -7.5307 2.8009 -2.7114
H -6.5430 3.7560 -1.6126
H -7.4118 0.8579 -1.1702
H -8.0128 2.2688 -0.2972
H -6.2300 1.0283 1.0004
H -5.7415 2.6810 0.6342
N 3.9983 -0.7603 -10.5404
C 3.3515 -0.8990 -9.5990
C 2.5446 -1.0794 -8.4293
C 1.7471 -2.2172 -8.2930
C 0.9608 -2.3876 -7.1739
C 0.9486 -1.4184 -6.1742
C 1.7452 -0.2852 -6.2988
C 2.5401 -0.1204 -7.4142
N 0.1056 -1.5733 -5.0603
C -1.1741 -2.0986 -5.0786
C -1.6415 -1.9587 -3.8085
N -0.6811 -1.3971 -3.0047
C 0.3535 -1.1805 -3.7710
H 1.7632 -2.9694 -9.0709
H 0.3639 -3.2819 -7.0537
H 1.7413 0.4604 -5.5164
H 3.1634 0.7585 -7.5105
H -1.6298 -2.4620 -5.9824
H -2.6076 -2.2300 -3.4148
H 1.3077 -0.7747 -3.4558
C -1.5476 -5.7497 0.7694
C -1.9673 -4.7673 1.8711
C -1.3259 -5.1920 3.1900
C -3.4886 -4.7439 2.0009
N -1.4786 -3.3971 1.6368
N -1.8022 -2.8234 0.3800
H -1.8294 -6.7703 1.0434
H -0.4645 -5.7029 0.6373
H -2.0314 -5.5227 -0.1843
H -1.6285 -6.2065 3.4633
H -1.6230 -4.5074 3.9874
H -0.2382 -5.1612 3.0857
H -3.8730 -5.7404 2.2357
H -3.9503 -4.4114 1.0680
H -3.7808 -4.0540 2.7950
H -0.4496 -3.4375 1.6773
H -2.7445 -2.4582 0.3843
H -1.7049 -3.4828 -0.3881
C 2.4771 -6.1236 -1.2978
Ge 2.6280 -5.4200 0.5735
C 2.2006 -7.0165 1.6976
C 4.5846 -5.1749 0.8727
C 1.5751 -3.9176 1.1151
H 3.1313 -6.9842 -1.4658
H 2.7258 -5.3484 -2.0255
H 1.4453 -6.4356 -1.4802
H 2.9788 -7.7824 1.6346
H 1.2537 -7.4630 1.3836
H 2.0962 -6.7118 2.7412
H 5.1529 -6.0108 0.4553
H 4.7808 -5.1205 1.9455
H 4.9426 -4.2476 0.4222
H 1.3811 -3.2924 0.2191
*
```

The calculation puts the LUMO energy (spin up / spin down) at 0.12362 / 0.12366 hartree. The calculation puts the largest force on an atom at 0.0163 hartree/bohr. The calculation puts the HOMO-LUMO gap (spin up / spin down) at 4.7 / 4.0 eV. The energy above the lowest of the compared OMol25 structures with the same formula, charge and spin comes out at 0.0 kcal/mol.